Formula: C21H45Cl18S2
Source: the OMol25 dataset
Level of theory: ωB97M-V with the def2-TZVPD basis set

As for the charge: +1. The LUMO energy is -2.4806 eV. As for the energy relative to the best compared isomer or geometry (same formula, charge and spin): 0.00 kcal per mole. The calculation puts the total energy at -9906.7598 Eh. The calculation puts the gap between HOMO and LUMO at 0.3458 Eh.

Structure (XYZ):
```
86
Properties=species:S:1:pos:R:3:forces:R:3
S 0.1219 -0.3893 -0.6680 0.0 0.3 -0.5
C -0.4414 0.5134 0.7945 0.1 -0.6 0.0
C -1.8789 0.2549 1.2026 -0.1 0.2 -0.2
C -2.8643 0.5357 0.0662 -0.1 0.5 0.5
S -4.1943 -0.6657 0.0716 0.3 -1.3 -1.1
H -0.0020 -1.6287 -0.2079 0.0 -0.3 0.3
H 0.2012 0.2185 1.6120 0.1 0.2 0.2
H -0.2740 1.5607 0.5741 0.1 0.2 0.0
H -1.9775 -0.7590 1.5818 0.1 -0.3 0.0
H -2.1320 0.9185 2.0239 0.0 0.0 0.3
H -2.4051 0.4702 -0.9111 0.1 -0.2 -0.2
H -3.3317 1.5024 0.1994 0.0 0.2 -0.1
H -4.2683 -1.1139 1.3474 -0.3 0.5 0.3
H -5.3148 0.0520 -0.0475 -0.3 0.3 0.5
Cl 5.2970 1.2582 -0.5697 0.0 0.0 0.0
C 4.5709 0.7400 -2.1184 0.0 0.0 0.0
C 3.7042 -0.4765 -1.9569 -0.2 0.0 0.0
Cl 4.6477 -1.9376 -1.5529 0.1 0.0 -0.1
H 5.3723 0.5434 -2.8228 0.0 0.1 0.1
H 3.9679 1.5686 -2.4844 0.0 0.0 0.0
H 3.1868 -0.6797 -2.8934 0.1 0.0 0.0
H 2.9703 -0.3526 -1.1677 0.0 0.0 0.0
Cl 6.4222 0.5117 -5.1356 0.1 0.0 -0.1
C 5.8717 -0.9137 -6.0614 0.0 -0.1 0.0
C 4.7320 -0.5655 -6.9783 0.0 0.0 0.0
Cl 3.2486 -0.1608 -6.0647 0.0 0.0 0.0
H 5.5867 -1.6784 -5.3441 0.0 0.0 0.0
H 6.7247 -1.2717 -6.6318 0.0 0.0 0.0
H 4.4965 -1.4216 -7.6068 0.0 0.0 0.0
H 4.9708 0.2850 -7.6098 0.0 0.0 0.0
Cl 5.5792 -2.8356 3.5549 0.0 0.0 0.0
C 5.1203 -4.2375 2.5542 0.0 0.0 0.0
C 4.0831 -3.8790 1.5253 0.0 0.0 -0.1
Cl 2.5021 -3.4854 2.2678 0.0 0.0 0.0
H 4.7673 -5.0190 3.2211 0.0 0.0 0.0
H 6.0211 -4.5818 2.0501 0.0 0.0 0.0
H 3.9168 -4.7235 0.8595 0.0 0.0 0.0
H 4.3854 -3.0216 0.9343 0.0 0.1 0.0
Cl -7.9833 1.9854 0.1350 0.0 0.0 0.0
C -7.5836 3.1767 1.4067 0.0 0.0 0.0
C -6.1025 3.4305 1.4481 -0.1 0.0 -0.1
Cl -5.2419 1.9548 1.9965 0.1 0.1 0.2
H -7.9535 2.7900 2.3517 0.0 0.0 0.0
H -8.1069 4.0999 1.1679 0.0 0.0 -0.1
H -5.8536 4.2279 2.1437 0.0 -0.1 0.1
H -5.7189 3.6879 0.4656 0.0 -0.1 0.0
Cl -5.0086 -1.0926 3.5867 0.0 0.0 0.0
C -5.0047 -2.7324 4.3290 0.1 -0.1 0.1
C -6.2385 -3.5162 3.9701 0.0 0.0 0.0
Cl -7.6921 -2.8038 4.7095 0.0 0.0 0.0
H -4.9258 -2.5824 5.4013 0.0 0.1 0.0
H -4.1113 -3.2437 3.9771 0.0 0.0 -0.1
H -6.1390 -4.5289 4.3567 0.0 0.0 0.0
H -6.3943 -3.5623 2.8957 0.0 0.0 0.0
Cl 8.7549 -2.3993 -4.7132 0.0 0.0 0.0
C 9.3301 -1.1782 -3.5424 0.0 0.0 0.0
C 10.8314 -1.0762 -3.5274 0.1 0.0 0.0
Cl 11.5986 -2.5400 -2.8608 0.0 0.0 0.0
H 8.9420 -1.4541 -2.5658 0.0 0.0 0.0
H 8.8974 -0.2259 -3.8403 0.0 0.0 0.0
H 11.1285 -0.2418 -2.8952 0.0 0.0 0.0
H 11.2267 -0.9216 -4.5274 0.0 0.0 0.0
Cl -0.0792 2.3801 3.5747 0.0 -0.1 0.1
C 1.7112 2.4659 3.5829 0.0 0.0 0.0
C 2.1555 3.8958 3.4188 0.0 0.0 0.0
Cl 1.7437 4.4779 1.7822 0.0 0.1 -0.1
H 2.0844 1.8453 2.7722 -0.1 0.0 0.0
H 2.0523 2.0562 4.5305 0.0 0.0 0.0
H 3.2331 3.9828 3.5370 0.0 -0.1 -0.1
H 1.6647 4.5421 4.1405 0.0 0.1 0.0
Cl -8.8412 -3.3562 1.4130 0.0 0.1 0.0
C -8.5402 -3.5328 -0.3321 0.0 0.0 0.0
C -7.6576 -4.7160 -0.6252 0.0 0.0 -0.1
Cl -5.9919 -4.4669 -0.0099 0.0 0.0 0.0
H -8.0939 -2.6083 -0.6900 0.0 0.0 0.0
H -9.5045 -3.6653 -0.8180 0.0 0.0 0.0
H -7.5784 -4.8692 -1.6990 0.0 0.0 0.0
H -8.0388 -5.6217 -0.1637 0.0 0.0 0.1
Cl -3.5198 5.1689 0.5327 0.1 0.0 0.0
C -1.7879 5.6060 0.4170 0.2 -0.1 0.1
C -1.5824 7.0864 0.2491 0.0 0.1 0.0
Cl -2.1594 7.6620 -1.3337 0.0 0.0 0.0
H -1.3684 5.0535 -0.4191 0.0 0.0 0.0
H -1.3143 5.2689 1.3374 0.0 0.0 0.0
H -0.5186 7.3077 0.3074 0.0 0.0 0.0
H -2.1035 7.6482 1.0191 0.0 0.0 0.0
```
Forces are in eV/Å.

These are the Löwdin partial charges, in e, on atoms 1 to 8: 0.77 -0.58 -0.32 -0.46 1.03 -0.13 0.05 0.07



Formula: C21H45N2O29S7
Source: the OMol25 dataset
Level of theory: ωB97M-V with the def2-TZVPD basis set

As for the charge: +1. The LUMO energy is -2.8820 eV. The calculation puts the total energy at -5905.5333 Eh. The calculation puts the gap between HOMO and LUMO at 0.3566 Eh.

Structure (XYZ):
```
104
Properties=species:S:1:pos:R:3:forces:R:3
N 2.5790 1.5594 2.4224 -0.1 0.2 -0.2
C 2.2722 2.6077 1.4260 0.4 -0.3 0.7
C 1.9309 3.9580 2.1358 -0.4 0.6 -0.3
O 2.2472 3.9702 3.5207 0.7 0.1 -0.4
C 0.4634 4.4204 1.9274 0.3 0.1 -0.4
C -0.5777 3.3873 2.4551 1.7 -0.4 -2.0
C -1.3287 2.4880 1.4131 -1.7 0.0 1.0
C -2.6559 2.2339 2.2506 1.3 1.0 -0.1
C -2.9532 3.7147 2.6090 0.0 -1.4 -1.4
N -1.6477 4.0965 3.2695 -0.8 -0.7 -0.2
H 2.9356 0.7477 1.9259 -0.1 0.0 0.0
H 3.3458 1.8736 3.0097 -0.1 0.1 0.0
H 3.1608 2.7776 0.7921 -0.6 0.0 -0.2
H 1.4105 2.2355 0.8485 0.5 0.3 -0.1
H 2.5715 4.7434 1.6731 -0.4 -0.4 0.3
H 1.4650 3.8426 4.0509 -0.2 -0.2 0.2
H 0.3495 4.6466 0.8503 -0.3 -0.3 0.4
H 0.3557 5.3951 2.4443 0.1 -0.4 -0.1
H 0.0085 2.6419 3.0217 -0.6 0.5 0.7
H -0.9219 1.4865 1.2264 0.6 0.6 0.0
H -1.5738 3.0197 0.4805 0.3 -0.3 0.2
H -3.4424 1.6480 1.7565 0.3 0.4 0.3
H -2.2321 1.7723 3.1662 -1.0 -0.4 -0.3
H -2.8494 4.2361 1.6405 -0.7 0.2 0.5
H -3.8868 3.9802 3.1137 0.6 0.0 0.3
H -1.6577 5.1108 3.1934 0.9 0.0 0.5
H -1.5534 3.7403 4.2199 -0.4 0.5 0.2
C -4.6072 -0.8638 -0.2429 -0.5 -0.6 0.5
C -5.9550 -1.1601 -0.8699 0.3 0.0 -0.3
O -6.7384 0.0314 -0.6311 0.7 0.6 0.4
S -5.7570 1.3082 -0.6557 -0.4 -0.7 -0.3
O -5.8150 1.9132 -1.9462 0.1 0.1 0.8
O -5.9507 2.0523 0.5507 0.1 0.0 -0.5
O -4.3612 0.5134 -0.5289 -0.3 0.5 -0.3
H -4.6391 -0.9886 0.8418 0.1 0.0 0.0
H -3.8138 -1.4766 -0.6522 0.0 0.2 -0.1
H -6.4349 -2.0309 -0.4279 -0.2 0.2 0.1
H -5.8608 -1.2998 -1.9389 -0.1 0.0 0.0
C -5.0464 -5.9774 -4.1499 0.6 -0.1 -0.1
C -4.7648 -6.1568 -2.6714 -0.3 -0.6 0.0
O -4.9987 -4.8636 -2.1021 -0.2 0.6 -0.5
S -6.1707 -4.1234 -2.9269 0.1 -0.8 -0.2
O -7.3996 -4.2997 -2.2244 0.5 0.5 -0.4
O -5.6917 -2.8412 -3.3297 -0.2 -0.4 0.2
O -6.1732 -5.0921 -4.2147 -0.1 0.2 0.8
H -4.2070 -5.4985 -4.6542 -0.1 0.0 0.1
H -5.2775 -6.9188 -4.6424 -0.2 0.1 0.0
H -3.7451 -6.4800 -2.4775 0.0 0.3 0.1
H -5.4631 -6.8631 -2.2165 0.0 0.0 0.0
C 5.0256 6.2072 0.9712 -0.3 -0.3 0.1
C 5.6289 6.0582 2.3559 -0.1 0.5 0.1
O 6.8947 5.4346 2.1325 0.0 -0.2 -0.7
S 7.4876 5.9218 0.7088 0.1 0.3 0.2
O 8.4054 6.9876 0.9356 -0.4 -0.7 -0.3
O 7.8265 4.7646 -0.0526 0.0 0.4 0.4
O 6.1175 6.5494 0.1201 0.4 0.0 0.4
H 4.6020 5.2616 0.6192 0.0 0.0 0.0
H 4.2624 6.9821 0.9351 0.2 0.1 -0.1
H 5.0143 5.4497 3.0167 0.2 -0.2 0.0
H 5.8038 7.0326 2.8180 -0.1 0.0 0.0
C -1.8254 -5.7416 -8.6726 -0.4 -0.3 -0.3
C -2.9954 -4.9272 -8.1537 0.3 0.5 -0.2
O -3.2738 -5.4773 -6.8597 0.5 -0.5 0.1
S -1.8966 -5.9915 -6.1911 0.1 0.1 -0.6
O -1.4176 -4.9749 -5.3076 -0.1 -0.6 -0.1
O -2.0761 -7.3434 -5.7755 0.0 0.7 0.2
O -0.9948 -5.9681 -7.5267 -0.3 0.3 0.6
H -2.1541 -6.7105 -9.0545 0.0 0.0 0.0
H -1.2676 -5.2179 -9.4450 0.2 0.0 0.2
H -3.8707 -4.9991 -8.7940 -0.1 -0.1 0.2
H -2.7227 -3.8771 -8.0263 0.0 0.0 0.0
C 6.1776 0.7818 0.3192 0.6 -0.1 0.2
C 6.6025 0.6287 -1.1292 -0.1 0.6 -0.1
O 6.0519 -0.6286 -1.5384 -0.5 -0.3 0.6
S 4.6613 -0.8839 -0.7642 0.6 0.1 -0.2
O 3.5847 -0.4923 -1.6188 0.1 -0.3 0.5
O 4.7142 -2.1653 -0.1441 -0.3 0.5 -0.4
O 4.8435 0.2547 0.3714 -0.3 -0.2 -0.6
H 6.8079 0.1860 0.9828 0.0 0.0 0.0
H 6.1874 1.8199 0.6448 -0.2 0.0 0.0
H 7.6827 0.6274 -1.2483 -0.1 -0.2 -0.1
H 6.1681 1.4117 -1.7553 0.1 0.0 0.0
C 1.4935 -0.2766 4.9487 0.2 0.4 -0.2
C 2.7494 -0.5103 5.7664 -0.1 -0.6 -0.1
O 2.4782 0.1075 7.0280 -0.6 0.3 -0.1
S 0.9012 -0.0180 7.3579 0.2 -0.3 0.0
O 0.7002 -1.1347 8.2198 -0.1 0.7 -0.3
O 0.4010 1.2844 7.6601 0.2 -0.5 0.0
O 0.4115 -0.4273 5.8742 0.3 -0.1 0.5
H 1.4640 0.7381 4.5498 0.1 -0.1 -0.1
H 1.3925 -0.9883 4.1320 -0.2 -0.1 0.1
H 3.6327 -0.0703 5.3093 0.0 0.2 0.2
H 2.9206 -1.5760 5.9360 0.0 0.0 -0.1
C -0.4860 -2.6817 -2.0759 0.3 0.5 -0.3
C 0.7726 -2.7040 -1.2284 0.2 -0.6 -0.4
O 0.3683 -2.1882 0.0462 -0.8 0.3 0.0
S -1.1617 -2.6110 0.3270 0.6 -0.4 -0.4
O -1.1785 -3.7713 1.1548 -0.3 0.7 -0.2
O -1.8872 -1.4249 0.6604 0.3 -0.4 0.2
O -1.5427 -3.0542 -1.1772 0.2 0.0 0.8
H -0.6936 -1.6759 -2.4486 0.0 0.0 0.0
H -0.4375 -3.3748 -2.9134 -0.2 -0.1 0.1
H 1.5696 -2.0968 -1.6509 0.0 0.2 0.2
H 1.1325 -3.7249 -1.0820 0.0 0.0 0.0
```
Forces are in eV/Å.

These are the Löwdin partial charges, in e, on atoms 1 to 8: 0.02 -0.18 -0.35 -0.03 -0.08 -0.24 -0.10 -0.10